Model w:
This record from the OMol25 dataset describes a cluster of 8 separate species, C7H26O8 in total. The level of theory is ωB97M-V/def2-TZVPD.

Element x y z (Å)
1 C 3.18 0.49 0.12
2 C 1.89 0.33 0.23
3 C 0.87 1.27 0.66
4 C 1.28 -0.90 -0.22
5 C 0.68 -0.69 -1.59
6 C -0.12 -1.81 -2.07
7 C -1.61 -1.81 -1.88
8 O -2.20 -2.09 -0.88
9 H 3.35 1.47 0.52
10 H 3.88 -0.20 -0.21
11 H 0.41 0.93 1.74
12 H 0.91 2.34 0.86
13 H -0.14 1.31 0.23
14 H 1.85 -1.83 -0.05
15 H 0.30 -1.16 0.40
16 H 0.21 0.31 -1.62
17 H 1.50 -0.47 -2.41
18 H 0.35 -2.30 -2.91
19 H 0.11 -2.81 -1.35
20 H -2.35 -1.43 -2.59
21 O 2.45 3.36 -1.93
22 H 2.12 4.01 -1.31
23 H 2.79 2.71 -1.23
24 O -0.45 -3.60 1.71
25 H -1.21 -3.52 2.21
26 H 0.20 -3.08 2.19
27 O -2.68 1.76 -2.06
28 H -3.30 1.65 -2.79
29 H -2.57 2.73 -1.82
30 O -1.87 -1.50 3.68
31 H -1.66 -1.19 2.81
32 H -2.28 -0.64 3.89
33 O -0.94 3.50 -3.06
34 H -0.81 2.49 -3.17
35 H -0.12 3.80 -2.79
36 O -1.53 0.11 1.69
37 H -1.32 0.15 0.75
38 H -2.46 0.13 1.49
39 O 0.67 -1.52 4.18
40 H -0.18 -1.70 4.39
41 H 0.78 -0.62 4.20

Values from the calculation:
SMILES: C=C(C)CCCC=O.O.O.O.O.O.O.O
Charge: 0
2S+1: 1
Orbital gap (Eh): 0.3598

=====

Model x:
This record from the OMol25 dataset describes a cluster of 8 separate species, C7H26O8 in total. The level of theory is ωB97M-V/def2-TZVPD.

Element x y z (Å)
1 C 0.24 2.24 0.49
2 C -0.66 1.06 0.64
3 C -1.03 0.42 1.74
4 C -0.41 0.60 3.13
5 C -2.03 -0.78 1.79
6 C -1.21 -1.98 1.29
7 C -1.32 -2.13 -0.19
8 O -0.89 -3.12 -0.75
9 H 1.27 1.92 0.32
10 H 0.00 2.84 -0.39
11 H 0.21 2.93 1.33
12 H -1.14 0.69 -0.27
13 H 0.01 1.60 3.21
14 H -1.18 0.61 3.91
15 H 0.23 -0.23 3.40
16 H -2.16 -0.90 2.87
17 H -3.00 -0.60 1.33
18 H -1.70 -2.88 1.68
19 H -0.23 -1.95 1.76
20 H -1.75 -1.39 -0.87
21 O 3.53 -1.89 1.07
22 H 3.04 -1.76 1.89
23 H 2.86 -2.04 0.38
24 O -0.89 3.42 -2.72
25 H -1.72 3.12 -2.31
26 H -0.40 2.67 -3.07
27 O -3.15 2.53 -1.12
28 H -3.63 1.71 -1.28
29 H -2.41 2.18 -0.60
30 O -0.82 0.45 -2.71
31 H -1.07 -0.13 -3.43
32 H 0.01 0.14 -2.31
33 O 1.78 -0.33 -2.54
34 H 1.85 -0.01 -3.43
35 H 2.47 -0.29 -1.86
36 O 3.78 0.14 -0.41
37 H 3.14 0.62 0.12
38 H 4.18 -0.48 0.23
39 O 1.57 -2.69 -0.73
40 H 1.39 -3.06 -1.59
41 H 1.23 -3.25 -0.03

Values from the calculation:
SMILES: C/C=C(\C)CCC=O.O.O.O.O.O.O.O
Charge: 0
2S+1: 1
Orbital gap (Eh): 0.3583

=====

Which one sits at the bottom of the stability order? model w does.

=====

Model w:
This record from the OMol25 dataset describes a structure of composition C30H34N7O6PSTl. The level of theory is ωB97M-V/def2-TZVPD.

Element x y z (Å)
1 Tl 0.58 0.20 -0.02
2 O 2.87 2.03 0.62
3 C 3.57 2.21 -0.61
4 C 3.65 0.92 -1.40
5 N 2.34 0.40 -1.84
6 C 1.72 1.34 -2.79
7 C 0.81 2.40 -2.17
8 O 0.63 3.43 -2.79
9 O 0.21 2.10 -1.07
10 C 2.48 -0.95 -2.40
11 C 1.61 -2.06 -1.78
12 O 1.82 -3.19 -2.17
13 O 0.68 -1.74 -0.95
14 H 3.36 1.39 1.15
15 H 3.04 2.99 -1.15
16 H 4.59 2.57 -0.43
17 H 4.29 1.08 -2.28
18 H 4.13 0.16 -0.78
19 H 2.48 1.85 -3.38
20 H 1.09 0.78 -3.48
21 H 2.24 -0.95 -3.46
22 H 3.52 -1.29 -2.33
23 C 3.29 -2.10 4.76
24 N 3.13 -1.70 3.36
25 C 3.91 -2.15 2.33
26 C 3.39 -1.59 1.20
27 N 2.33 -0.80 1.52
28 C 2.18 -0.89 2.84
29 P 0.74 -0.32 3.82
30 C -0.50 -1.26 2.89
31 N -0.63 -1.24 1.57
32 C -1.56 -2.17 1.25
33 C -2.00 -2.78 2.39
34 N -1.32 -2.19 3.43
35 C -1.45 -2.55 4.83
36 C 0.46 1.31 3.08
37 N 0.29 1.61 1.80
38 C 0.05 2.95 1.71
39 C 0.07 3.47 2.96
40 N 0.33 2.44 3.82
41 C 0.46 2.56 5.27
42 H 4.34 -2.32 4.94
43 H 2.98 -1.29 5.41
44 H 2.70 -2.99 4.97
45 H 4.73 -2.82 2.48
46 H 3.72 -1.73 0.18
47 H -1.84 -2.35 0.23
48 H -2.73 -3.55 2.56
49 H -2.37 -3.12 4.96
50 H -0.61 -3.15 5.16
51 H -1.52 -1.65 5.44
52 H -0.10 3.42 0.75
53 H -0.07 4.48 3.31
54 H 0.22 3.58 5.54
55 H -0.23 1.89 5.77
56 H 1.48 2.34 5.58
57 O -1.78 0.13 -0.61
58 S -2.37 1.05 -1.65
59 C -4.03 0.42 -1.92
60 C -4.36 -0.87 -1.56
61 C -5.65 -1.32 -1.79
62 C -6.59 -0.48 -2.38
63 C -6.24 0.82 -2.73
64 C -4.95 1.28 -2.49
65 C -1.66 0.52 -3.21
66 C -1.24 -0.79 -3.35
67 C -0.66 -1.18 -4.55
68 C -0.52 -0.26 -5.59
69 C -0.94 1.05 -5.42
70 C -1.51 1.46 -4.22
71 H -3.62 -1.50 -1.09
72 H -5.93 -2.33 -1.52
73 H -7.59 -0.83 -2.57
74 H -6.97 1.48 -3.18
75 H -4.68 2.30 -2.75
76 H -1.33 -1.49 -2.53
77 H -0.32 -2.20 -4.68
78 H -0.07 -0.57 -6.52
79 H -0.81 1.77 -6.22
80 H -1.80 2.49 -4.06

Values from the calculation:
Charge: +1
2S+1: 1
Orbital gap (Eh): 0.3325

=====

Model x:
This record from the OMol25 dataset describes a structure of composition C30H34N7O6PSTl. The level of theory is ωB97M-V/def2-TZVPD.

Element x y z (Å)
1 Tl -0.84 -0.15 -0.55
2 O 0.42 0.56 -2.62
3 C 1.72 -0.02 -2.44
4 C 2.37 0.73 -1.31
5 N 1.68 0.55 -0.01
6 C 2.00 1.68 0.88
7 C 1.00 2.81 0.96
8 O 0.56 3.22 2.00
9 O 0.74 3.39 -0.23
10 C 2.04 -0.72 0.64
11 C 0.92 -1.33 1.50
12 O 1.41 -2.49 2.06
13 O -0.19 -1.62 0.79
14 H -0.07 0.03 -3.26
15 H 2.32 0.12 -3.34
16 H 1.64 -1.09 -2.24
17 H 2.32 1.79 -1.55
18 H 3.42 0.44 -1.22
19 H 2.96 2.12 0.57
20 H 2.13 1.33 1.90
21 H 2.94 -0.63 1.24
22 H 2.20 -1.48 -0.13
23 C -0.68 2.21 4.76
24 N 0.00 1.11 4.06
25 C 1.22 0.63 4.46
26 C 1.66 -0.35 3.60
27 N 0.63 -0.38 2.66
28 C -0.39 0.49 2.93
29 P -2.09 1.01 2.42
30 C -1.84 2.14 0.89
31 N -1.46 1.78 -0.26
32 C -0.22 4.39 -0.29
33 C -1.39 4.44 0.32
34 N -1.99 3.49 1.16
35 C -2.87 4.04 2.20
36 C -3.01 -0.37 1.69
37 N -2.89 -0.97 0.51
38 C -3.90 -1.88 0.41
39 C -4.65 -1.84 1.56
40 N -4.08 -0.89 2.36
41 C -4.58 -0.50 3.68
42 H -0.04 2.50 5.59
43 H -1.64 1.90 5.13
44 H -0.79 3.07 4.09
45 H 1.69 1.03 5.34
46 H 1.94 -2.18 2.84
47 H 0.07 5.17 -0.98
48 H -1.96 5.34 0.16
49 H -3.54 4.77 1.75
50 H -2.30 4.53 2.99
51 H -3.48 3.25 2.64
52 H -4.00 -2.55 -0.42
53 H -5.51 -2.41 1.86
54 H -5.45 -1.12 3.90
55 H -4.88 0.54 3.68
56 H -3.82 -0.67 4.44
57 O -1.13 -1.61 -2.35
58 S -1.42 -2.91 -3.11
59 C -2.76 -2.56 -4.20
60 C -3.90 -1.90 -3.75
61 C -4.89 -1.58 -4.66
62 C -4.74 -1.93 -6.00
63 C -3.59 -2.58 -6.44
64 C -2.59 -2.89 -5.53
65 C -2.18 -3.99 -1.92
66 C -1.69 -3.96 -0.62
67 C -2.21 -4.86 0.30
68 C -3.19 -5.77 -0.07
69 C -3.65 -5.80 -1.39
70 C -3.15 -4.91 -2.32
71 H -4.00 -1.62 -2.71
72 H -5.79 -1.07 -4.33
73 H -5.52 -1.68 -6.71
74 H -3.47 -2.83 -7.48
75 H -1.69 -3.39 -5.86
76 H -0.93 -3.25 -0.31
77 H -1.84 -4.83 1.32
78 H -3.59 -6.46 0.65
79 H -4.41 -6.51 -1.68
80 H -3.50 -4.93 -3.35

Values from the calculation:
Charge: +1
2S+1: 1
Orbital gap (Eh): 0.2786

=====

Which one sits at the bottom of the stability order? model x does.

=====

Model w:
This record from the OMol25 dataset describes the molecule C5H14N4. The level of theory is ωB97M-V/def2-TZVPD.

Element x y z (Å)
1 C 1.11 -1.85 0.08
2 C 0.31 -1.13 -2.14
3 N 0.52 -0.76 -0.73
4 C -0.89 -0.17 0.00
5 N -1.51 -1.11 0.61
6 H -2.52 -0.98 0.58
7 H -1.31 0.53 -0.72
8 H 2.04 -2.19 -0.39
9 H 1.30 -1.47 1.07
10 H 0.39 -2.66 0.14
11 H -0.04 -0.25 -2.68
12 H 1.25 -1.47 -2.59
13 H -0.44 -1.91 -2.18
14 C -0.13 0.86 2.40
15 N -0.02 1.09 0.98
16 C -0.18 2.76 -0.57
17 N -0.31 2.36 0.64
18 H 1.12 0.06 -0.62
19 H 0.84 0.95 2.89
20 H -0.82 1.57 2.87
21 H -0.51 -0.16 2.57
22 H 0.16 2.14 -1.41
23 H -0.38 3.80 -0.79

Values from the calculation:
Charge: 0
2S+1: 1
Orbital gap (Eh): 0.2920

=====

Model x:
This record from the OMol25 dataset describes a cluster of 2 separate species, C5H14N4 in total. The level of theory is ωB97M-V/def2-TZVPD.

Element x y z (Å)
1 H 1.40 0.70 -1.68
2 N 0.58 1.26 -1.13
3 C 0.19 0.62 -0.12
4 C 1.07 -0.48 0.66
5 C 1.44 0.10 2.02
6 N -1.08 0.77 0.39
7 C -1.99 1.71 -0.22
8 N -1.61 -0.20 1.25
9 H 0.52 -1.42 0.80
10 H 1.99 -0.65 0.10
11 H 0.56 0.31 2.62
12 H 1.99 1.04 1.89
13 H 2.10 -0.58 2.56
14 H -2.78 1.19 -0.78
15 H -2.46 2.32 0.55
16 H -1.42 2.34 -0.90
17 H -2.43 -0.63 0.82
18 H -1.90 0.24 2.13
19 C 0.37 -1.77 -2.15
20 N 1.43 -1.21 -2.58
21 H -0.57 -1.30 -2.37
22 H 0.31 -2.63 -1.47
23 H 2.29 -1.72 -2.41

Values from the calculation:
SMILES: [H]/N=C(\CC)N(C)N.C=N
Charge: 0
2S+1: 1
Orbital gap (Eh): 0.3333

=====

Model y:
This record from the OMol25 dataset describes a structure of composition C5H14N4. The level of theory is ωB97M-V/def2-TZVPD.

Element x y z (Å)
1 C -1.56 -0.93 -0.82
2 C -0.54 0.39 -1.01
3 C -1.03 1.72 -1.08
4 C 0.58 0.29 -2.13
5 C 1.72 0.09 1.73
6 H -2.34 -0.85 -1.60
7 H -0.71 -1.89 -1.16
8 H -2.00 -1.19 0.21
9 H -1.99 1.93 -1.84
10 H -0.12 2.33 -1.24
11 H -1.53 1.99 -0.02
12 H 1.50 1.27 -2.50
13 H 0.15 -0.17 -3.34
14 H 1.12 -0.74 -1.83
15 H 0.49 -1.20 0.02
16 H 2.86 0.13 1.80
17 H 1.92 -1.88 2.71
18 H -0.07 0.00 3.89
19 H -0.85 0.08 1.97
20 N 0.18 -0.16 0.31
21 N 1.28 0.65 0.62
22 N 1.06 -1.06 2.36
23 N -0.11 -0.80 2.96

Values from the calculation:
Charge: 0
2S+1: 1
Orbital gap (Eh): 0.3188

=====

Which one sits at the bottom of the stability order? model y does.